No. 1
A molecular structure, C14H32HoNO3P2 in a non-equilibrium geometry. Source: the OMol25 dataset; level of theory: ωB97M-V/def2-TZVPD.

- Gap between HOMO and LUMO (spin up / spin down): 7.62 / 7.59 eV
- Molar mass: 489.292 g/mol
- 2S+1: 5
- <S²>: 6.005

Geometry (Å):
C (-2.5570, -0.9017, -3.1102)
C (-1.4769, -0.8115, -2.2387)
N (-1.5876, -0.1610, -1.0582)
C (-2.7969, 0.2744, -0.6445)
C (-3.9279, 0.1132, -1.4390)
C (-3.8074, -0.4490, -2.7074)
C (-0.1498, -1.3749, -2.6998)
P (1.0204, -1.8341, -1.3400)
Ho (0.5387, 0.3474, 0.2338)
P (-1.5031, 1.6836, 1.4617)
C (-3.0075, 0.9285, 0.7103)
O (1.4008, 0.5994, -4.1177)
O (2.8514, 1.6128, -1.8760)
H (-2.3790, -1.3388, -4.0880)
H (-4.8761, 0.4674, -1.0457)
H (-4.6736, -0.5363, -3.3618)
C (0.6027, -3.5663, -1.0101)
C (2.6927, -1.8797, -2.0603)
H (-3.7639, 1.7183, 0.6232)
H (-3.4121, 0.2078, 1.4336)
H (0.3744, -0.6272, -3.3460)
H (-0.3198, -2.2578, -3.3266)
C (-1.7678, 1.6678, 3.2609)
C (-1.7237, 3.4247, 0.9686)
H (1.9864, 1.8920, -1.4500)
H (3.4973, 1.6380, -1.1480)
H (1.8950, 1.0321, -3.3747)
H (0.8966, 1.3160, -4.5479)
H (-0.2994, -1.0537, 1.3256)
H (0.5906, 2.0122, -0.8260)
H (0.8588, -4.2175, -1.8617)
H (1.1607, -3.8903, -0.1220)
H (-0.4690, -3.6557, -0.7910)
H (2.7583, -2.6046, -2.8851)
H (2.9942, -0.8818, -2.4106)
H (3.3801, -2.1804, -1.2557)
H (-2.6245, 3.8613, 1.4282)
H (-0.8345, 3.9853, 1.2803)
H (-1.7914, 3.4764, -0.1247)
H (-2.6202, 2.2985, 3.5539)
H (-1.9233, 0.6387, 3.6141)
H (-0.8504, 2.0580, 3.7265)
C (2.4510, -1.5485, 3.0707)
C (1.9597, -0.1083, 2.9243)
C (2.5413, 0.8566, 3.9473)
O (2.1267, 0.3516, 1.6095)
H (3.5222, -1.6305, 2.8252)
H (1.8810, -2.2009, 2.3921)
H (2.2792, -1.8908, 4.1008)
H (0.8701, -0.1406, 3.1385)
H (3.6233, 0.9953, 3.8218)
H (2.0499, 1.8350, 3.8699)
H (2.3391, 0.4497, 4.9467)



No. 2
A molecular structure, C48H56Cl5N6Pt in a non-equilibrium geometry. Source: the OMol25 dataset; level of theory: ωB97M-V/def2-TZVPD.

- Gap between HOMO and LUMO (spin up / spin down): 4.77 / 4.77 eV
- Relative energy (zero: lowest compared OMol25 entry of this formula, charge and spin): 1.683 eV
- Molar mass: 1089.361 g/mol
- 2S+1: 1
- Charge: +1

Geometry (Å):
Pt (0.1329, 0.1191, -0.3914)
C (5.6640, 3.0144, -0.5540)
C (5.4093, 1.7932, -1.4409)
C (4.3166, 0.9285, -0.9181)
C (4.4136, -0.2851, -0.3136)
C (5.6490, -1.0159, 0.0921)
C (6.1010, -2.0205, -0.9713)
C (3.0537, -0.7515, -0.1093)
C (2.7157, -1.9818, 0.4088)
C (1.4119, -2.4164, 0.7068)
C (1.0853, -3.6643, 1.3176)
C (2.0328, -4.7713, 1.6283)
C (2.4301, -4.7871, 3.1079)
C (-0.2766, -3.6199, 1.5945)
C (-0.7366, -2.3473, 1.1481)
C (-2.0511, -1.8623, 1.3167)
C (-2.5617, -0.7028, 0.7736)
N (-1.8689, 0.2000, 0.0283)
C (-2.7614, 1.1373, -0.4102)
C (-2.4458, 2.2501, -1.1572)
C (-1.1591, 2.6145, -1.5796)
N (-0.0042, 1.9509, -1.2417)
C (1.0170, 2.6637, -1.7804)
C (2.3891, 2.3727, -1.6101)
C (2.9015, 1.2352, -1.0305)
N (2.1687, 0.1976, -0.5326)
C (0.5186, 3.7719, -2.5406)
C (-0.8638, 3.7512, -2.3880)
C (-1.9163, 4.6589, -2.9274)
C (-2.6574, 4.0323, -4.1138)
C (1.4429, 4.6085, -3.3640)
C (0.8141, 5.5496, -4.3831)
C (-4.0931, 0.7994, 0.0588)
C (-3.9643, -0.3227, 0.8205)
C (-5.0428, -1.0987, 1.4912)
C (-5.5408, -2.2343, 0.5916)
C (-5.3404, 1.5541, -0.2494)
C (-5.6332, 2.6283, 0.8003)
N (0.2889, -1.6493, 0.5736)
C (-1.1218, -4.6923, 2.1923)
C (-1.5075, -4.4203, 3.6503)
H (6.4007, 3.6647, -1.0202)
H (6.0386, 2.7005, 0.4185)
H (4.7471, 3.5809, -0.4042)
H (6.3262, 1.2087, -1.5166)
H (5.1389, 2.1232, -2.4472)
H (5.4771, -1.5424, 1.0336)
H (6.4474, -0.2920, 0.2624)
H (5.3579, -2.8014, -1.1092)
H (7.0391, -2.4812, -0.6721)
H (6.2499, -1.5247, -1.9266)
H (3.5237, -2.6564, 0.6453)
H (2.9294, -4.6823, 1.0163)
H (1.5630, -5.7237, 1.3836)
H (2.9386, -3.8644, 3.3810)
H (3.0993, -5.6211, 3.3061)
H (1.5527, -4.8949, 3.7410)
H (-2.7350, -2.4833, 1.8693)
H (-3.2544, 2.9124, -1.4252)
H (3.0868, 3.0800, -2.0241)
H (-1.4731, 5.6010, -3.2400)
H (-2.6411, 4.8790, -2.1385)
H (-1.9625, 3.7774, -4.9092)
H (-3.3904, 4.7345, -4.5034)
H (-3.1693, 3.1231, -3.8100)
H (2.0841, 3.9108, -3.9155)
H (2.0988, 5.1813, -2.6975)
H (0.0785, 5.0214, -4.9829)
H (1.5936, 5.9206, -5.0456)
H (0.3420, 6.4099, -3.9165)
H (-5.8777, -0.4344, 1.7195)
H (-4.6834, -1.5172, 2.4345)
H (-5.9441, -1.8323, -0.3331)
H (-6.3216, -2.7915, 1.1021)
H (-4.7287, -2.9118, 0.3413)
H (-6.1732, 0.8514, -0.2789)
H (-5.2615, 2.0202, -1.2331)
H (-5.7066, 2.1839, 1.7894)
H (-6.5747, 3.1180, 0.5710)
H (-4.8454, 3.3775, 0.8154)
H (-0.5795, -5.6368, 2.1453)
H (-2.0308, -4.7993, 1.5956)
H (-0.6313, -4.4327, 4.2947)
H (-2.1963, -5.1861, 3.9979)
H (-1.9865, -3.4498, 3.7550)
Cl (-2.3808, -2.5321, -1.5071)
C (-1.4891, -1.8687, -2.8069)
C (-0.4224, -1.0081, -2.5916)
C (0.2839, -0.6305, -3.7261)
Cl (1.6717, 0.3605, -3.6033)
C (-0.0527, -1.0568, -5.0169)
Cl (0.8854, -0.5828, -6.3713)
C (-1.1547, -1.8828, -5.1981)
Cl (-1.5912, -2.4259, -6.7659)
C (-1.8799, -2.2936, -4.0848)
Cl (-3.2297, -3.3329, -4.2947)
C (-0.0297, 0.1294, 3.2535)
C (0.1915, 0.7181, 4.6828)
N (1.0174, 1.8958, 4.5737)
C (0.3538, 2.8998, 3.7765)
C (0.1066, 2.3243, 2.3448)
N (0.6431, 0.9741, 2.2807)
C (2.0694, 0.9935, 2.5572)
C (2.2964, 1.5585, 3.9948)
H (-1.0925, 0.0890, 3.0089)
H (0.3824, -0.8786, 3.1877)
H (0.6938, -0.0045, 5.3274)
H (-0.7573, 0.9945, 5.1451)
H (0.9868, 3.7871, 3.7373)
H (-0.5876, 3.1661, 4.2598)
H (0.6052, 2.9384, 1.5920)
H (-0.9604, 2.2854, 2.1168)
H (2.5682, 1.6162, 1.8120)
H (2.4587, -0.0234, 2.4723)
H (2.9160, 2.4557, 3.9627)
H (2.7861, 0.8209, 4.6321)



No. 3
A molecular structure, H28N5O16S3Zn in a non-equilibrium geometry. Source: the OMol25 dataset; level of theory: ωB97M-V/def2-TZVPD.

- Gap between HOMO and LUMO: 4.91 eV
- Molar mass: 515.834 g/mol
- 2S+1: 1
- Charge: +1

Geometry (Å):
Zn (-1.1677, 2.2547, -0.2224)
N (-4.0021, -0.5826, -1.9726)
H (-3.0115, -0.8422, -1.9503)
H (-4.5922, -1.3605, -2.2307)
H (-4.1521, 0.1473, -2.6708)
H (-4.2439, -0.0939, -1.0303)
N (-1.2222, -4.5388, -0.5766)
H (-1.8078, -4.7021, -1.3961)
H (-0.8159, -3.5666, -0.7332)
H (-0.4813, -5.2418, -0.5159)
H (-1.7023, -4.5731, 0.3259)
N (2.9256, 1.4189, 0.6766)
H (2.9203, 2.3192, 0.0444)
H (2.2772, 0.6375, 0.2850)
H (2.6617, 1.6546, 1.6335)
H (3.8828, 1.1132, 0.8502)
N (0.3673, -0.1109, 3.9525)
H (0.5531, 0.8729, 3.7326)
H (0.2128, -0.5933, 3.0227)
H (1.0970, -0.5459, 4.5106)
H (-0.5112, 0.0002, 4.4774)
N (3.6346, -2.0479, 0.7552)
H (2.7832, -1.6979, 0.2192)
H (3.7675, -3.0600, 0.8130)
H (3.6765, -1.6655, 1.6960)
H (4.4290, -1.7068, 0.1950)
S (1.4877, 4.0466, -1.1186)
O (0.5410, 2.9659, -0.6774)
O (1.4310, 5.1735, -0.1804)
O (2.8596, 3.4759, -1.0292)
O (1.1398, 4.3880, -2.4874)
S (-4.1617, 1.2314, 1.1714)
O (-3.8318, 0.7073, 2.5008)
O (-5.1521, 2.2878, 1.2390)
O (-2.9160, 1.7722, 0.5496)
O (-4.7398, 0.1470, 0.3231)
S (0.1964, -0.8544, 0.0843)
O (-0.3090, -2.0074, -0.7112)
O (0.1133, -1.1948, 1.4950)
O (1.6191, -0.6515, -0.3581)
O (-0.5951, 0.3419, -0.2003)
O (1.9349, -3.3035, -1.6281)
H (1.9042, -3.0924, -2.5710)
H (1.1748, -2.8272, -1.2330)
O (2.8396, -0.4148, -2.7708)
H (2.3888, 0.3922, -3.0575)
H (2.4111, -0.6603, -1.9325)
O (-1.9517, 2.3455, -2.1893)
H (-2.6539, 1.7397, -2.4404)
H (-1.7870, 2.8905, -2.9743)
O (-0.5877, 2.4423, 1.7437)
H (0.3042, 2.6983, 2.0155)
H (-1.1382, 2.4717, 2.5461)



Energy in Ha, matching the order above: -2463.854872 -4611.307864 -4468.097416